Record 1
ORCA calculation (ωB97M-V/def2-TZVPD) on a structure of composition C30H23ClN10O9Ti.

Results
ΔE to the lowest compared entry with this formula, charge and spin (kcal/mol): 27.3
Molecular weight (g/mol): 750.89

ORCA input file:
```
! wB97M-V def2-TZVPD RIJCOSX def2/J DEFGRID3
* xyz -2 1
Ti -0.38494 0.00030 -0.04212
Cl 4.53988 1.01523 3.93002
O -2.62281 -0.29049 2.13399
O 3.41293 -1.26590 5.54865
O 1.00256 -0.29285 -1.18551
O 1.67606 -2.46973 4.89842
O -0.30762 -1.54396 1.11275
O -3.06933 0.51928 -2.33059
O -0.55389 1.32726 1.30950
O 0.13635 -2.68106 2.97588
O -0.96605 2.15774 3.71688
N -2.45741 0.00421 -0.15363
N -1.88440 -2.93545 -3.14174
N 2.87646 0.70140 1.81302
N -1.01433 -2.02995 -1.48425
N -0.62801 -3.34485 -3.22788
N -2.13617 -2.15666 -2.11174
N -1.30173 2.62011 -0.41436
N -2.81647 -3.15810 -4.13029
N -0.58992 1.68374 -1.09429
N 1.78915 0.01018 1.42831
C 3.02995 3.07732 -0.98920
C -4.63540 0.04214 0.84022
C 1.50899 -0.84252 2.39591
C 2.21642 -0.71516 -3.16904
C 2.43956 -0.73034 3.46133
C -2.02558 3.17637 1.80790
C 5.24576 2.81800 -0.11902
C 1.81190 0.56966 -5.16128
C 1.25778 0.00255 -2.45840
C 2.54942 -1.50100 4.72611
C 2.54620 2.22486 -0.01807
C 0.35245 -1.75262 2.16889
C -4.78309 0.19386 -0.66131
C 0.57988 1.08632 -3.11116
C -1.27430 2.34695 0.87091
C 0.88330 1.33116 -4.46650
C -0.11464 -2.76505 -2.16395
C -2.59379 3.81959 4.07594
C -3.33583 0.26422 -1.17114
C -2.96011 4.11200 1.34803
C -3.69794 4.88466 2.22641
C 4.38390 3.38531 -1.04597
C 4.77906 1.94357 0.84836
C -3.51752 4.73724 3.59785
C 2.49160 -0.45107 -4.51358
C 3.28058 0.28336 3.04889
C -1.85118 3.03475 3.20093
C -0.30804 1.91952 -2.38227
C 3.41790 1.64287 0.90690
C -3.12408 -0.11513 1.03951
H 2.75943 -1.49190 -2.63885
H 4.76414 4.04874 -1.81251
H 2.01530 0.78088 -6.20635
H -4.41476 5.60379 1.84600
H 5.47455 1.48368 1.53084
H -3.44527 -3.89451 -3.83786
H -3.07650 4.20763 0.27673
H -5.31760 1.09328 -0.96658
H -0.69186 1.57069 2.97428
H -4.10063 5.32935 4.29389
H 3.23601 -1.04029 -5.03865
H 0.38010 2.15458 -4.96414
H -2.43819 3.69218 5.14063
H 6.30572 3.04017 -0.16117
H -3.33773 -2.29500 -4.23518
H 2.34131 3.49048 -1.71533
H -0.74548 2.79235 -2.85973
H -5.26291 -0.66390 -1.13826
H 0.91075 -2.86581 -1.85979
H -4.95542 0.92666 1.39388
H 1.05327 -2.59433 4.08158
H -5.14744 -0.82389 1.26026
H 1.49257 1.98704 0.03277
*
```

Record 2
ORCA calculation (ωB97M-V/def2-TZVPD) on a structure of composition C30H23I2N3O7PS3W.

Results
ΔE to the lowest compared entry with this formula, charge and spin (kcal/mol): 29.0
Molecular weight (g/mol): 1102.35
Expectation value of S²: 2.03

ORCA input file:
```
! wB97M-V def2-TZVPD RIJCOSX def2/J DEFGRID3
* xyz -1 3
W 9.13070 11.83504 11.64652
I 9.59439 11.46137 6.93427
I 13.27696 7.16546 7.17698
S 11.49802 11.13072 11.53682
S 8.91322 14.13278 14.15892
S 8.95145 10.32373 13.49170
P 6.50651 11.86454 11.58111
O 7.92955 14.61931 8.70540
O 7.96762 14.88810 10.87910
O 9.13716 13.25353 15.24594
O 8.85168 10.52123 10.02375
O 7.51392 14.51792 13.97562
O 8.94854 13.19862 9.98350
O 11.42393 14.29057 11.42007
N 9.66556 8.16603 11.26320
N 9.65502 13.65623 12.73344
N 8.25295 14.29913 9.85278
C 10.94789 15.50978 13.40589
C 10.61344 9.85908 13.89112
C 10.31831 8.58284 10.13429
C 11.32559 9.25754 7.61311
C 11.97076 16.44826 13.40004
C 12.03913 6.92150 10.40536
C 9.91220 16.68674 15.19719
C 9.80379 9.77280 9.48804
C 11.63627 10.12621 13.00582
C 11.92473 8.30923 8.33773
C 5.36734 13.31015 11.77379
C 5.59052 9.45769 12.48930
C 5.10683 10.23709 14.97329
C 9.97948 15.56389 14.35923
C 10.74560 14.44245 12.40207
C 4.75968 8.94134 14.62406
C 10.86350 9.16575 15.09126
C 4.98125 8.58829 13.33167
C 13.23308 9.05003 14.42829
C 10.29764 10.00386 8.21458
C 11.44551 6.61244 11.61004
C 12.20014 8.80759 15.37679
C 11.46478 7.91314 9.61392
C 10.26170 7.23232 11.99750
C 12.92773 9.81517 13.26384
C 5.98164 11.23838 9.92585
C 5.69519 11.16729 14.10038
C 12.00422 17.49235 14.29599
C 5.93037 10.70463 12.83375
C 10.89367 17.67682 15.17008
H 14.29256 8.90644 14.60836
H 4.68654 7.58519 12.99826
H 12.41062 8.37444 16.29571
H 12.77081 16.30784 12.65428
H 4.92709 10.98771 10.03377
H 5.84466 14.05918 11.21699
H 11.73744 9.53182 6.63754
H 12.91630 6.45452 10.10943
H 4.83760 10.61359 15.90977
H 5.27642 13.73854 12.75084
H 5.88376 12.19292 14.37187
H 10.75230 18.60689 15.66107
H 4.33338 12.97910 11.49280
H 5.81476 9.12828 11.44528
H 9.77690 7.02601 12.91841
H 11.94582 5.77622 12.18149
H 13.81967 10.20604 12.71180
H 6.11861 11.98501 9.15912
H 6.50438 10.35651 9.54547
H 4.27535 8.31276 15.40338
H 12.87679 18.14363 14.35211
H 10.08515 9.14676 15.88615
H 9.00288 16.69629 15.84768
*
```

Record 3
ORCA calculation (ωB97M-V/def2-TZVPD) on a structure of composition C30H24BrCaN11O4.

Results
ΔE to the lowest compared entry with this formula, charge and spin (kcal/mol): 0.0
Molecular weight (g/mol): 722.58

ORCA input file:
```
! wB97M-V def2-TZVPD RIJCOSX def2/J DEFGRID3
* xyz 0 1
Br -4.26293 -0.69864 -1.03740
Ca 0.04860 -0.42743 0.00652
O 4.47229 2.40354 4.99495
O 0.18058 -2.06467 1.44708
O -0.03619 -1.96312 3.66816
O 3.40792 0.78692 6.17892
N 0.01727 0.24790 -2.45804
N -3.97984 -0.13171 2.50711
N 2.24923 -0.08831 -3.14481
N 1.88451 0.04349 1.47385
N -1.85770 -2.06363 -1.21763
N 2.01951 -1.52667 -1.27655
N -5.31424 1.64560 3.03773
N -1.96482 0.28550 1.30452
N -3.34405 2.09397 1.95799
N -2.58961 -1.85280 1.93566
N -0.27657 2.07544 0.11623
C -1.35077 1.85565 -3.60628
C 3.44025 1.44388 2.62449
C -1.28920 2.56207 0.83791
C 2.10744 -0.09832 3.85390
C -0.50068 4.79724 0.57850
C 3.07064 0.90377 3.85025
C 0.92387 1.53859 -4.25913
C -0.27356 2.18675 -4.42776
C -1.59316 -4.31424 -1.99652
C -2.26774 1.57950 1.40100
C 1.54336 -0.50159 2.65552
C 0.54500 4.29734 -0.18097
C -4.18398 1.17681 2.48609
C -2.85089 -0.54351 1.92468
C 2.82782 0.98896 1.47592
C -2.95124 -4.39421 -2.26980
C 3.73533 -3.14236 -0.81376
C -1.09707 -3.13646 -1.47300
C 4.43407 -2.73453 -1.94570
C 3.71569 1.42925 5.16335
C 0.61003 2.93065 -0.38640
C 2.54705 -2.51226 -0.52546
C -1.43910 3.91852 1.09090
C -3.75377 -3.30112 -2.00165
C 3.91409 -1.72854 -2.72515
C 0.48487 -1.60017 2.63020
C 1.03096 0.55537 -3.25826
C -1.14570 0.89457 -2.64679
C 2.69764 -1.14177 -2.34840
C -3.14502 -2.17222 -1.47337
H -5.93139 1.00661 3.50411
H -3.15736 -2.39023 2.56962
H -2.27289 4.25143 1.68866
H 4.10999 -3.91791 -0.16237
H 4.43090 -1.38647 -3.61251
H 5.37517 -3.19645 -2.21318
H -0.37422 2.94561 -5.19263
H -0.04400 -3.04346 -1.23878
H 1.77682 1.77102 -4.88373
H 2.91070 0.18047 -3.85253
H -5.45482 2.63638 3.10088
H 1.80821 -0.55095 4.78864
H -1.61806 -2.15238 1.80976
H 1.96852 -2.77155 0.35393
H 1.30333 4.94552 -0.59658
H 3.09561 1.39630 0.50378
H -4.81846 -3.31448 -2.17857
H -1.94559 0.61614 -1.97278
H 1.41303 2.49951 -0.97516
H -0.58154 5.85811 0.77397
H -2.31266 2.33703 -3.70324
H -3.38380 -5.29868 -2.67620
H 4.19123 2.22264 2.61242
H -0.92892 -5.14719 -2.17608
*
```

Record 4
ORCA calculation (ωB97M-V/def2-TZVPD) on a structure of composition C30H24BrCeClO2P.

Results
Molecular weight (g/mol): 702.97
E_tot (a.u.): -5158.6080

ORCA input file:
```
! wB97M-V def2-TZVPD RIJCOSX def2/J DEFGRID3
* xyz 1 1
Ce 0.20689 0.54203 -0.23763
Br 1.68038 3.54301 2.35283
Cl 2.52027 1.42135 -0.90304
P 0.03384 0.36839 -3.34912
O -1.75963 0.51669 3.04603
O -0.22477 1.45530 1.67886
C 1.08999 2.06892 -5.39556
C -0.80648 1.28528 2.85622
C 1.23709 -1.70465 0.22271
C 0.82228 3.01206 3.95648
C 0.40435 -1.41790 1.35628
C 1.23048 3.30347 -6.03596
C -1.58770 -0.06223 -4.11965
C 1.28043 3.62644 5.13566
C 2.48038 -0.83158 -3.96258
C 0.69476 -1.39147 -5.51042
C 0.01935 4.37732 -4.22869
C 1.60866 -2.06547 -6.32546
C -3.98479 -0.91035 -5.31337
C -0.77717 1.75762 5.29350
C 0.72542 3.30902 6.38040
C 0.69151 4.45525 -5.45763
C -3.41708 -1.65879 -4.27250
C -0.98008 -1.79024 -0.46268
C -0.96498 -1.45610 0.92409
C 0.37525 -1.93488 -0.90455
C -0.23799 2.05725 4.02816
C -0.12390 3.14665 -3.58528
C 3.39212 -1.50297 -4.78011
C -3.35573 0.25789 -5.75687
C -2.17166 0.69274 -5.15175
C -2.21708 -1.24662 -3.69535
C 0.38491 1.97562 -4.18256
C 2.95999 -2.11372 -5.96744
C -0.31154 2.36968 6.45560
C 1.12722 -0.73503 -4.34291
H -0.75792 2.11903 7.42097
H -3.78326 0.84220 -6.57334
H -0.39796 5.27737 -3.77255
H 1.52566 1.17676 -5.85019
H 1.11315 3.79575 7.26979
H -1.58430 1.02785 5.36025
H 1.76609 3.35304 -6.98767
H 2.81624 -0.35257 -3.03858
H -1.69623 1.61294 -5.49754
H 2.32605 -1.72987 0.20440
H 0.79972 5.42095 -5.96208
H 0.71068 -2.23184 -1.89679
H 4.44641 -1.54820 -4.49514
H 3.67650 -2.63470 -6.61044
H -1.75037 -1.86709 -2.92902
H -0.64559 3.08997 -2.62356
H -1.87843 -1.96649 -1.05007
H -4.91940 -1.24160 -5.77641
H 2.08131 4.35940 5.06425
H -0.35882 -1.36817 -5.79742
H -3.90084 -2.57036 -3.91405
H 0.73880 -1.26312 2.38515
H -1.83712 -1.26628 1.53941
H 1.25547 -2.55011 -7.23858
*
```

Q: What is the molecular weight in the fourth record?
A: 702.97 g/mol